[1]
DFT (the ωB97M-V functional and the def2-TZVPD basis) results for a 6-piece molecular cluster, C47H98N5O7 overall at a distorted geometry.

Structure (XYZ):
```
157
Properties=species:S:1:pos:R:3:mulliken_charge:R:1
C -0.44 0.60 -0.62 0.232
C -1.62 1.49 -1.02 -0.069
O -2.55 0.95 -1.66 -0.794
O -1.60 2.67 -0.58 -0.617
H -0.79 -0.43 -0.66 0.060
H -0.14 0.87 0.40 -0.003
H 0.43 0.82 -1.24 0.206
C -0.55 -0.90 2.76 -2.317
C 0.33 -2.11 3.11 2.074
C -0.55 -3.13 3.83 -1.268
C 0.09 -4.51 3.86 -0.813
C 0.30 -4.96 2.43 -1.322
C 1.26 -4.04 1.69 2.101
N 0.76 -2.68 1.83 -0.172
O 1.52 -1.76 1.09 1.278
C 2.70 -4.20 2.23 -1.287
C 1.29 -4.42 0.22 -2.398
C 1.48 -1.63 4.00 -1.681
H 0.05 0.00 2.63 0.340
H -1.34 -0.75 3.50 0.521
H -1.06 -1.08 1.81 0.395
H -0.76 -2.76 4.83 0.476
H -1.50 -3.23 3.29 0.301
H -0.53 -5.24 4.40 0.426
H 1.04 -4.48 4.40 0.331
H -0.66 -4.86 1.90 0.393
H 0.58 -6.01 2.33 0.473
H 3.41 -3.64 1.62 -0.080
H 2.79 -3.87 3.26 0.319
H 3.02 -5.25 2.19 0.441
H 1.46 -5.49 0.12 0.553
H 0.31 -4.22 -0.24 0.328
H 2.04 -3.90 -0.38 0.116
H 1.96 -2.46 4.52 0.384
H 1.09 -0.95 4.75 0.479
H 2.30 -1.20 3.41 0.102
H 0.93 -1.41 0.40 -0.277
C -4.30 0.18 1.51 -2.136
C -5.78 -0.17 1.63 1.797
C -6.23 0.28 3.05 -1.286
C -7.74 0.31 3.20 -0.638
C -8.38 1.19 2.13 -1.341
C -7.96 0.77 0.72 1.749
N -6.51 0.63 0.65 0.198
O -6.09 0.39 -0.66 -0.383
C -8.74 -0.52 0.32 -1.509
C -8.38 1.88 -0.23 -2.068
C -5.98 -1.68 1.46 -1.477
H -3.85 -0.09 0.55 0.479
H -3.73 -0.46 2.20 0.197
H -4.05 1.21 1.75 0.479
H -5.76 -0.44 3.72 0.417
H -5.84 1.29 3.20 0.437
H -8.00 0.67 4.20 0.393
H -8.13 -0.71 3.11 0.245
H -8.08 2.23 2.27 0.407
H -9.46 1.07 2.21 0.383
H -9.61 -0.31 -0.30 0.469
H -8.17 -1.22 -0.29 0.198
H -9.11 -1.06 1.19 0.324
H -7.80 2.78 -0.03 0.473
H -8.21 1.58 -1.26 0.404
H -9.43 2.15 -0.09 0.441
H -5.99 -2.00 0.42 0.216
H -6.92 -2.01 1.92 0.322
H -5.20 -2.25 1.97 0.413
H -6.39 -0.50 -0.91 0.350
C -3.17 7.82 1.60 -2.083
C -1.84 7.31 2.13 1.788
C -2.10 6.00 2.90 -1.378
C -0.82 5.36 3.41 -0.748
C 0.06 5.05 2.22 -1.130
C 0.28 6.20 1.23 1.936
N -0.98 6.93 1.02 0.079
O -0.79 8.01 0.13 -0.473
C 1.45 7.07 1.71 -1.870
C 0.67 5.56 -0.09 -1.776
C -1.24 8.36 3.08 -1.641
H -3.05 8.78 1.10 0.407
H -3.90 7.94 2.41 0.416
H -3.59 7.13 0.87 0.418
H -2.85 6.18 3.67 0.434
H -2.50 5.31 2.15 0.515
H -1.08 4.45 3.96 0.432
H -0.27 5.98 4.13 0.319
H -0.36 4.18 1.70 0.332
H 1.04 4.71 2.56 0.389
H 1.66 7.88 1.00 0.444
H 1.35 7.53 2.70 0.302
H 2.35 6.46 1.68 0.459
H -0.01 4.73 -0.32 0.444
H 0.70 6.21 -0.96 0.342
H 1.65 5.07 -0.01 0.303
H -0.83 9.21 2.51 0.327
H -0.41 8.01 3.69 0.265
H -2.02 8.83 3.67 0.413
H -0.27 8.68 0.60 0.358
C 0.69 -2.03 -5.38 -2.029
C 1.01 -2.65 -4.00 1.803
C -0.19 -3.45 -3.52 -0.848
C -0.29 -4.86 -4.09 -0.939
C 1.04 -5.57 -3.85 -1.076
C 2.28 -4.85 -4.32 1.353
N 2.22 -3.45 -3.92 1.434
O 3.34 -2.74 -4.42 -0.672
C 3.49 -5.50 -3.64 -1.907
C 2.42 -5.03 -5.85 -1.715
C 1.15 -1.50 -2.99 -2.057
H 1.59 -1.66 -5.87 0.380
H 0.01 -1.19 -5.26 0.473
H 0.22 -2.75 -6.06 0.345
H -0.18 -3.55 -2.43 -0.171
H -1.13 -2.92 -3.70 0.577
H -0.53 -4.81 -5.16 0.428
H -1.07 -5.40 -3.56 0.468
H 0.99 -6.58 -4.28 0.460
H 1.08 -5.82 -2.78 0.176
H 3.41 -6.58 -3.67 0.401
H 4.42 -5.09 -4.03 0.352
H 3.45 -5.25 -2.57 0.304
H 3.36 -4.62 -6.21 0.312
H 2.26 -6.08 -6.10 0.419
H 1.62 -4.49 -6.36 0.360
H 0.19 -1.08 -2.69 0.819
H 1.89 -0.72 -3.23 0.531
H 1.66 -1.90 -2.09 -0.460
H 3.84 -2.52 -3.63 0.179
C 7.69 0.44 -1.74 -1.871
C 6.42 -0.10 -2.42 1.639
C 6.38 -1.62 -2.19 -0.927
C 6.01 -2.00 -0.78 -1.017
C 4.66 -1.38 -0.41 -0.214
C 4.72 0.14 -0.53 1.768
N 5.17 0.45 -1.89 0.970
O 5.16 1.86 -2.08 -0.594
C 3.27 0.62 -0.42 -1.388
C 5.48 0.77 0.63 -1.683
C 6.52 0.18 -3.90 -1.978
H 7.68 1.54 -1.79 0.358
H 8.58 0.14 -2.31 0.466
H 7.82 0.17 -0.70 0.284
H 5.68 -2.10 -2.90 0.031
H 7.35 -2.02 -2.51 0.540
H 6.77 -1.71 -0.04 0.428
H 5.97 -3.09 -0.64 0.406
H 4.47 -1.63 0.64 0.340
H 3.87 -1.82 -1.02 -0.499
H 3.11 1.69 -0.48 0.734
H 2.64 0.09 -1.14 -0.253
H 2.88 0.25 0.54 0.066
H 5.36 1.86 0.58 0.448
H 5.02 0.44 1.57 0.338
H 6.55 0.64 0.68 0.254
H 7.37 -0.34 -4.35 0.414
H 6.66 1.25 -4.09 0.406
H 5.60 -0.11 -4.41 0.294
H 4.49 2.00 -2.75 0.329
```

Computed properties:
Charge: -1
LUMO level in Eh: 0.0805
Energy relative to the best compared isomer or geometry (same formula, charge and spin) in kcal per mole: 0.0

[2]
DFT (the ωB97M-V functional and the def2-TZVPD basis) results for C14H20AuBN5SSi as an isolated structure.

Structure (XYZ):
```
43
Properties=species:S:1:pos:R:3:mulliken_charge:R:1
Au 1.06 -0.84 0.21 0.905
B 3.32 -1.59 2.28 -0.002
N 3.87 -1.31 0.84 0.339
C 5.10 -1.35 0.35 0.012
C 5.07 -0.97 -0.99 -0.957
C 3.74 -0.71 -1.26 0.003
N 3.03 -0.92 -0.14 -0.452
N 2.28 -2.75 2.12 0.321
C 2.24 -3.98 2.62 0.035
C 1.12 -4.63 2.13 -0.976
C 0.51 -3.71 1.30 -0.297
N 1.22 -2.57 1.31 -0.681
H 4.21 -1.94 2.99 -0.076
H 2.72 -0.60 2.64 -0.106
H 5.93 -1.63 0.98 0.452
H 5.90 -0.90 -1.67 0.396
H 3.26 -0.39 -2.17 0.469
H 3.00 -4.31 3.31 0.455
H 0.80 -5.64 2.34 0.407
H -0.37 -3.80 0.68 0.596
C -3.45 4.10 -0.36 -1.031
Si -2.62 2.90 -1.53 0.198
C -1.05 3.61 -2.22 -1.122
C -3.78 2.35 -2.89 -1.034
C -2.27 1.33 -0.49 0.257
C -3.32 0.73 0.21 -0.176
C -3.16 -0.41 0.99 -1.066
C -1.91 -0.99 1.07 0.068
N -0.90 -0.44 0.39 -0.647
C -1.05 0.68 -0.35 0.708
S 0.56 1.06 -0.99 -0.415
H -3.71 5.01 -0.90 0.348
H -2.78 4.37 0.46 0.341
H -4.37 3.70 0.06 0.338
H -1.30 4.53 -2.76 0.332
H -0.56 2.94 -2.93 0.343
H -0.33 3.88 -1.44 0.367
H -4.07 3.21 -3.50 0.349
H -4.69 1.91 -2.49 0.348
H -3.30 1.62 -3.54 0.343
H -4.31 1.17 0.15 0.351
H -3.98 -0.85 1.53 0.397
H -1.69 -1.86 1.67 0.563
```

Computed properties:
Charge: +1
LUMO level in Eh: -0.1572

[3]
DFT (the ωB97M-V functional and the def2-TZVPD basis) results for C44H39AsClI2LuN6O as an isolated structure at a distorted geometry.

Structure (XYZ):
```
95
Properties=species:S:1:pos:R:3:mulliken_charge:R:1
Lu 0.00 0.00 0.00 1.357
C -0.66 1.49 2.24 -0.882
N -0.99 1.66 0.84 0.430
C -2.38 1.44 0.47 -1.776
C -2.69 0.06 -0.05 0.510
N -2.00 -1.06 0.06 -0.803
C -2.72 -2.03 -0.59 0.340
C -2.44 -3.39 -0.78 -0.869
C -3.36 -4.17 -1.50 0.311
C -4.53 -3.61 -2.01 -0.758
C -4.83 -2.25 -1.83 -1.522
C -3.89 -1.50 -1.11 1.323
N -3.85 -0.17 -0.75 -0.194
C 0.35 0.41 2.50 0.283
N 0.36 -0.84 2.05 -0.393
C 1.38 -1.47 2.72 0.131
C 1.80 -2.81 2.64 -0.029
C 2.86 -3.22 3.46 -0.681
C 3.48 -2.33 4.34 -0.558
C 3.07 -0.99 4.43 -1.363
C 2.02 -0.60 3.59 0.848
N 1.36 0.59 3.42 0.091
H -0.27 2.45 2.61 0.305
H -1.55 1.28 2.84 0.232
H -0.50 2.61 0.24 0.405
H -3.06 1.68 1.30 0.684
H -2.62 2.15 -0.33 0.555
H -1.53 -3.81 -0.38 -0.741
H -3.15 -5.22 -1.65 0.468
H -5.22 -4.24 -2.56 0.449
H -5.74 -1.82 -2.23 0.445
H -4.55 0.52 -0.97 0.297
H 1.31 -3.49 1.96 0.153
H 3.19 -4.26 3.42 0.445
H 4.29 -2.68 4.97 0.398
H 3.55 -0.30 5.11 0.465
H 1.55 1.44 3.92 0.392
Cl 6.65 -0.71 2.21 -0.293
C 5.07 -0.13 1.78 0.886
C 4.82 1.21 2.02 -0.564
C 3.57 1.74 1.70 0.372
I 3.33 3.82 2.12 -0.004
C 2.52 0.96 1.13 0.174
O 1.37 1.45 0.84 0.424
C 2.82 -0.41 0.91 -1.299
N 1.85 -1.18 0.37 0.233
C 2.08 -2.49 0.14 0.594
C 3.28 -3.11 0.41 -0.111
C 4.29 -2.33 0.96 -1.740
C 4.08 -0.96 1.23 0.806
H 5.59 1.85 2.45 0.414
H 1.25 -3.03 -0.29 -2.095
H 3.42 -4.16 0.21 0.691
H 5.24 -2.81 1.19 0.398
I -1.96 0.04 -2.06 0.831
C -1.79 2.00 -2.64 0.285
C -2.56 2.56 -3.66 -0.969
C -2.38 3.90 -4.00 -0.851
C -1.44 4.68 -3.32 -0.697
C -0.66 4.13 -2.29 0.978
C 0.30 4.86 -1.58 -1.181
C 1.04 4.25 -0.56 -0.888
C 0.84 2.91 -0.25 1.311
C -0.11 2.16 -0.95 0.277
C -0.85 2.77 -1.96 0.205
H -3.29 1.96 -4.19 0.420
H -2.98 4.34 -4.79 0.391
H -1.32 5.73 -3.60 0.420
H 0.47 5.91 -1.80 0.382
H 1.78 4.83 -0.01 0.043
H 1.42 2.43 0.53 -2.043
C 1.66 -3.44 -1.29 -2.153
As -0.09 -2.73 -0.70 3.849
C -0.95 -2.84 -2.47 -1.478
C -0.75 -4.39 0.21 -1.645
C -0.59 -5.67 -0.57 0.414
C -1.40 -5.94 -1.68 0.321
C -1.25 -7.14 -2.39 -1.145
C -0.29 -8.08 -1.99 -0.538
C 0.51 -7.82 -0.87 -0.886
C 0.36 -6.62 -0.16 -0.318
H 1.53 -4.38 -1.86 0.467
H 2.29 -3.63 -0.40 -0.486
H 2.15 -2.69 -1.94 0.517
H -0.68 -3.78 -3.00 0.591
H -0.59 -1.99 -3.09 0.419
H -2.05 -2.76 -2.36 0.457
H -1.81 -4.26 0.51 0.681
H -0.15 -4.44 1.14 1.212
H -2.16 -5.24 -2.00 0.017
H -1.87 -7.34 -3.25 0.457
H -0.17 -9.00 -2.54 0.395
H 1.25 -8.55 -0.56 0.411
H 0.99 -6.44 0.70 0.450
H 1.27 0.06 -1.56 -0.560
```

Computed properties:
Charge: 0
LUMO level in Eh: -0.0086
Energy relative to the best compared isomer or geometry (same formula, charge and spin) in kcal per mole: 181.0

Calculated values (a.u.) of E for the records, taken in order: -2649.934540, -1667.333157, -6629.392650.